{
  "formula": "C38H21BrCl3CsF8N3O3S3Sb",
  "method": "the ωB97M-V functional and the def2-TZVPD basis",
  "molar_mass_da": 1256.72,
  "orbital_gap_ha": 0.1854,
  "de_lowest_kj_mol": 25.04,
  "total_charge": -2,
  "e_tot_ha": -8059.16765,
  "symbols": ["Cs", "Br", "C", "C", "C", "C", "C", "C", "N", "C", "C", "C", "C", "C", "C", "N", "H", "H", "H", "H", "H", "H", "H", "H", "H", "F", "C", "C", "C", "C", "C", "C", "Sb", "C", "C", "C", "C", "F", "C", "C", "C", "C", "C", "C", "F", "C", "C", "H", "H", "H", "H", "H", "H", "H", "H", "H", "H", "H", "H", "Cl", "C", "Cl", "Cl", "C", "N", "O", "S", "O", "O", "S", "F", "C", "C", "F", "C", "F", "C", "S", "C", "F", "C", "F"],
  "xyz": [[0.10, 0.56, 1.41], [-3.29, 0.73, 8.88], [-1.87, 0.50, 7.63], [-0.75, -0.21, 8.01], [0.31, -0.36, 7.14], [0.25, 0.16, 5.84], [-0.92, 0.85, 5.46], [-1.96, 1.02, 6.35], [1.20, -0.08, 4.90], [2.39, 0.27, 5.02], [3.39, -0.04, 4.02], [4.50, 0.78, 3.86], [5.34, 0.56, 2.79], [5.05, -0.48, 1.95], [3.97, -1.32, 2.22], [3.14, -1.09, 3.22], [-0.75, -0.66, 9.00], [1.16, -0.92, 7.40], [-1.01, 1.28, 4.47], [-2.84, 1.62, 6.09], [2.75, 0.86, 5.88], [4.61, 1.67, 4.53], [6.18, 1.18, 2.64], [5.63, -0.66, 1.05], [3.73, -2.13, 1.57], [0.85, -3.38, -7.13], [0.67, -2.49, -6.15], [0.36, -1.19, -6.49], [0.18, -0.27, -5.47], [0.23, -0.66, -4.15], [0.52, -1.99, -3.86], [0.77, -2.91, -4.84], [-0.25, 0.62, -2.50], [1.00, 2.26, -3.01], [2.34, 1.99, -2.92], [3.26, 3.03, -2.90], [2.79, 4.34, -2.96], [3.70, 5.35, -2.93], [1.45, 4.64, -2.95], [0.56, 3.57, -3.01], [-2.14, 1.29, -3.30], [-2.88, 0.43, -4.15], [-4.17, 0.78, -4.50], [-4.69, 1.98, -4.05], [-5.99, 2.29, -4.40], [-3.99, 2.85, -3.25], [-2.73, 2.46, -2.81], [0.29, -0.91, -7.53], [-0.04, 0.77, -5.67], [0.65, -2.35, -2.86], [1.13, -3.90, -4.62], [2.71, 0.97, -2.95], [4.32, 2.79, -2.80], [1.14, 5.69, -2.85], [-0.51, 3.77, -3.02], [-2.45, -0.44, -4.59], [-4.70, 0.21, -5.24], [-4.43, 3.80, -2.88], [-2.18, 3.09, -2.08], [-5.32, 0.06, 2.43], [-4.58, 0.66, 0.90], [-5.93, 1.23, -0.15], [-3.37, 1.92, 1.13], [-4.00, -0.44, 0.19], [-3.57, -1.31, -0.43], [-0.68, 2.99, -0.28], [-1.10, 4.13, 0.62], [0.08, 4.94, 0.92], [-1.68, 3.54, 1.88], [-2.41, 5.39, -0.37], [-0.96, -7.81, 1.28], [-0.30, -6.69, 0.94], [-0.38, -6.19, -0.35], [-1.07, -6.88, -1.28], [0.24, -5.03, -0.71], [0.16, -4.69, -1.99], [1.00, -4.26, 0.18], [1.82, -2.80, -0.23], [1.08, -4.79, 1.49], [1.84, -4.19, 2.38], [0.46, -5.98, 1.84], [0.62, -6.44, 3.11]]
}

{
  "formula": "C32H49INO23",
  "method": "the ωB97M-V functional and the def2-TZVPD basis",
  "molar_mass_da": 942.63,
  "orbital_gap_ha": 0.1485,
  "total_charge": -1,
  "e_tot_ha": -3331.74642,
  "symbols": ["C", "O", "C", "C", "C", "C", "C", "C", "C", "C", "N", "C", "C", "O", "I", "H", "H", "H", "H", "H", "H", "H", "H", "H", "H", "H", "H", "H", "H", "H", "H", "H", "H", "H", "H", "H", "C", "C", "O", "C", "O", "O", "H", "H", "H", "H", "C", "C", "O", "C", "O", "O", "H", "H", "H", "H", "C", "C", "O", "C", "O", "O", "H", "H", "H", "H", "C", "C", "O", "C", "O", "O", "H", "H", "H", "H", "C", "C", "O", "C", "O", "O", "H", "H", "H", "H", "C", "C", "O", "C", "O", "O", "H", "H", "H", "H", "C", "C", "O", "C", "O", "O", "H", "H", "H", "H"],
  "xyz": [[6.70, 2.25, 0.58], [5.30, 2.09, 0.62], [4.89, 0.81, 1.08], [4.48, -0.19, -0.03], [4.00, 0.47, -1.33], [5.11, 0.69, -2.37], [5.73, -0.63, -2.88], [7.20, -0.51, -3.30], [8.17, -0.43, -2.12], [8.42, -1.76, -1.41], [7.47, -1.91, -0.31], [7.40, -3.25, 0.09], [6.25, -3.98, -0.70], [6.44, -4.46, -1.73], [4.19, -4.08, 0.09], [7.08, 1.89, -0.39], [6.98, 3.30, 0.65], [7.23, 1.68, 1.35], [4.02, 0.95, 1.72], [5.65, 0.32, 1.70], [3.64, -0.76, 0.36], [5.30, -0.90, -0.18], [3.31, -0.24, -1.80], [3.46, 1.40, -1.15], [4.61, 1.15, -3.23], [5.84, 1.42, -2.03], [5.55, -1.43, -2.17], [5.17, -0.90, -3.79], [7.47, -1.36, -3.92], [7.31, 0.38, -3.92], [9.13, -0.04, -2.49], [7.83, 0.28, -1.37], [9.43, -1.69, -0.94], [8.40, -2.62, -2.10], [8.32, -3.81, -0.15], [7.13, -3.33, 1.16], [7.25, -7.80, -1.84], [7.22, -8.38, -3.23], [7.01, -9.78, -2.97], [6.41, -9.89, -1.75], [5.95, -10.90, -1.32], [6.41, -8.70, -1.10], [6.86, -6.78, -1.80], [8.25, -7.81, -1.40], [6.39, -8.00, -3.82], [8.15, -8.23, -3.77], [-0.56, 0.27, -1.85], [-1.37, -0.50, -0.84], [-0.45, -0.69, 0.23], [0.49, 0.29, 0.14], [1.31, 0.52, 0.96], [0.37, 0.98, -1.04], [-1.17, 0.95, -2.44], [-0.01, -0.38, -2.53], [-2.23, 0.08, -0.48], [-1.72, -1.45, -1.23], [-2.98, 4.71, -1.86], [-3.06, 3.98, -3.18], [-3.33, 2.63, -2.78], [-3.91, 2.68, -1.55], [-4.40, 1.74, -1.01], [-3.84, 3.93, -1.03], [-3.33, 5.74, -1.92], [-1.97, 4.70, -1.43], [-3.88, 4.34, -3.81], [-2.13, 4.04, -3.75], [-6.48, 1.88, 1.67], [-7.69, 1.34, 0.96], [-8.72, 1.48, 1.95], [-8.34, 2.45, 2.81], [-9.04, 2.91, 3.66], [-7.05, 2.82, 2.60], [-5.77, 2.37, 1.01], [-5.95, 1.10, 2.23], [-7.97, 1.94, 0.09], [-7.57, 0.30, 0.66], [-7.83, 5.17, -1.28], [-7.04, 4.01, -1.83], [-7.44, 3.98, -3.21], [-7.86, 5.23, -3.54], [-8.10, 5.59, -4.65], [-7.98, 6.01, -2.43], [-7.31, 5.70, -0.49], [-8.82, 4.88, -0.93], [-5.97, 4.18, -1.78], [-7.28, 3.07, -1.34], [-4.77, 1.56, 6.00], [-4.92, 2.87, 5.28], [-3.69, 3.53, 5.57], [-2.77, 2.58, 5.87], [-1.61, 2.78, 6.00], [-3.36, 1.36, 6.00], [-5.28, 0.74, 5.50], [-5.12, 1.61, 7.04], [-5.01, 2.74, 4.20], [-5.77, 3.45, 5.63], [-6.59, -1.91, 4.65], [-5.86, -3.07, 4.01], [-6.35, -3.03, 2.66], [-6.77, -1.77, 2.41], [-7.07, -1.36, 1.33], [-6.80, -1.03, 3.55], [-6.01, -1.43, 5.43], [-7.56, -2.20, 5.06], [-4.78, -2.93, 4.00], [-6.09, -4.02, 4.47]]
}

{
  "formula": "C5H9FN2",
  "method": "the ωB97M-V functional and the def2-TZVPD basis",
  "molar_mass_da": 116.14,
  "orbital_gap_ha": 0.3565,
  "de_lowest_kj_mol": 27.96,
  "total_charge": 0,
  "smiles": "C/N=C1/C[C@H](F)CN1",
  "e_tot_ha": -405.27970,
  "symbols": ["C", "N", "C", "C", "C", "F", "C", "N", "H", "H", "H", "H", "H", "H", "H", "H", "H"],
  "xyz": [[-2.82, 0.12, 0.38], [-1.79, -0.80, -0.09], [-0.66, -0.27, -0.23], [0.55, -1.00, -0.70], [1.73, -0.17, -0.27], [2.03, -0.50, 1.06], [1.13, 1.27, -0.26], [-0.27, 1.07, -0.12], [-2.55, 0.57, 1.37], [-3.72, -0.47, 0.49], [-3.00, 0.89, -0.38], [0.57, -2.00, -0.13], [0.58, -1.18, -1.74], [2.67, -0.28, -0.80], [1.37, 1.83, -1.21], [1.49, 1.76, 0.63], [-0.91, 1.79, 0.22]]
}

{
  "formula": "C6H13NOS",
  "method": "the ωB97M-V functional and the def2-TZVPD basis",
  "molar_mass_da": 147.24,
  "orbital_gap_ha": 0.3578,
  "de_lowest_kj_mol": 356.79,
  "total_charge": 0,
  "e_tot_ha": -764.48141,
  "symbols": ["C", "C", "C", "C", "C", "C", "N", "O", "S", "H", "H", "H", "H", "H", "H", "H", "H", "H", "H", "H", "H", "H"],
  "xyz": [[0.73, 0.86, -0.35], [-1.45, -3.34, 0.53], [1.04, -0.32, 0.51], [-0.94, -1.90, 0.50], [0.53, -1.70, 0.08], [-0.07, 3.38, -1.07], [0.39, 1.98, 0.15], [-0.73, 4.20, -0.32], [1.44, 4.11, -1.56], [0.92, 0.81, -1.47], [-1.26, -3.85, -0.41], [-0.93, -4.01, 1.16], [-2.44, -3.39, 0.83], [0.73, -0.19, 1.53], [2.10, -0.44, 0.66], [-1.59, -1.37, -0.24], [-0.95, -1.61, 1.60], [0.51, -1.83, -1.00], [1.15, -2.39, 0.59], [-0.57, 2.93, -2.06], [-0.50, 3.98, 0.57], [1.88, 4.10, -0.24]]
}

{
  "formula": "C34H27BrIIrOPS5Se",
  "method": "the ωB97M-V functional and the def2-TZVPD basis",
  "molar_mass_da": 1120.88,
  "orbital_gap_ha": [0.2307, 0.1827],
  "total_charge": 2,
  "spin_multiplicity": 2,
  "e_tot_ha": -9096.31074,
  "symbols": ["Ir", "Br", "C", "C", "C", "C", "C", "C", "I", "H", "H", "H", "H", "Se", "C", "C", "C", "C", "C", "C", "H", "H", "H", "H", "H", "C", "S", "C", "C", "S", "S", "C", "S", "S", "H", "H", "H", "O", "P", "C", "C", "C", "C", "C", "C", "C", "C", "C", "C", "C", "C", "C", "C", "C", "C", "C", "C", "H", "H", "H", "H", "H", "H", "H", "H", "H", "H", "H", "H", "H", "H", "H"],
  "xyz": [[-0.46, 0.21, 0.05], [-2.30, 4.73, 1.66], [-2.07, 4.52, -0.20], [-2.93, 5.20, -1.05], [-2.82, 5.05, -2.42], [-1.84, 4.22, -2.96], [-0.97, 3.55, -2.12], [-1.09, 3.70, -0.75], [0.27, 2.70, 0.51], [-3.68, 5.85, -0.63], [-3.49, 5.59, -3.08], [-1.75, 4.10, -4.03], [-0.19, 2.92, -2.54], [1.51, -0.71, 0.87], [2.27, 0.57, 2.06], [3.63, 0.86, 1.93], [4.22, 1.76, 2.80], [3.46, 2.37, 3.80], [2.11, 2.06, 3.94], [1.52, 1.15, 3.08], [4.21, 0.41, 1.14], [5.27, 1.99, 2.71], [3.93, 3.07, 4.48], [1.53, 2.51, 4.73], [0.48, 0.86, 3.23], [0.61, -3.24, -3.09], [2.22, -2.65, -3.62], [2.48, -1.03, -3.13], [1.68, -0.09, -2.46], [0.02, -0.30, -2.14], [2.46, 1.43, -2.12], [4.01, 1.08, -2.84], [5.25, 2.11, -2.87], [4.08, -0.51, -3.54], [0.64, -4.29, -3.37], [-0.19, -2.74, -3.62], [0.48, -3.15, -2.01], [-1.44, -1.59, 0.00], [-2.64, -1.54, 0.99], [-3.53, -3.06, 0.88], [-4.16, -3.59, 2.01], [-4.90, -4.76, 1.89], [-5.01, -5.39, 0.66], [-4.39, -4.86, -0.46], [-3.65, -3.69, -0.36], [-2.07, -1.28, 2.67], [-1.26, -2.26, 3.24], [-0.78, -2.10, 4.52], [-1.10, -0.96, 5.25], [-1.90, 0.03, 4.69], [-2.38, -0.12, 3.39], [-3.64, -0.13, 0.53], [-4.83, 0.17, 1.19], [-5.55, 1.30, 0.84], [-5.10, 2.13, -0.18], [-3.93, 1.84, -0.85], [-3.21, 0.70, -0.50], [-4.07, -3.11, 2.97], [-5.39, -5.17, 2.76], [-5.59, -6.30, 0.57], [-4.48, -5.35, -1.42], [-3.16, -3.27, -1.23], [-1.02, -3.16, 2.68], [-0.16, -2.87, 4.97], [-0.74, -0.85, 6.26], [-2.15, 0.91, 5.26], [-3.00, 0.65, 2.96], [-5.19, -0.48, 1.99], [-6.48, 1.53, 1.35], [-5.68, 3.00, -0.45], [-3.59, 2.46, -1.67], [-2.36, 0.43, -1.13]]
}

{
  "formula": "C14H18HfN2O2",
  "method": "the ωB97M-V functional and the def2-TZVPD basis",
  "molar_mass_da": 424.80,
  "orbital_gap_ha": [0.1310, 0.1313],
  "total_charge": 2,
  "e_tot_ha": -851.49212,
  "symbols": ["C", "C", "H", "H", "H", "H", "H", "H", "C", "C", "C", "C", "H", "H", "H", "H", "N", "C", "C", "N", "C", "C", "C", "H", "H", "C", "H", "H", "Hf", "C", "H", "H", "H", "O", "C", "O", "H"],
  "xyz": [[-2.41, -1.51, 0.62], [-2.85, 1.79, 1.20], [-2.03, -2.08, -0.25], [-3.43, -1.12, 0.52], [-2.41, -2.11, 1.58], [-3.63, 1.17, 0.68], [-2.90, 1.39, 2.25], [-2.82, 2.88, 1.00], [-0.01, -2.67, 0.88], [0.61, -3.82, 0.39], [1.61, -3.65, -0.57], [1.89, -2.39, -1.04], [-0.79, -2.78, 1.62], [0.29, -4.78, 0.80], [2.17, -4.52, -0.93], [2.70, -2.19, -1.76], [0.18, -1.45, 0.34], [1.16, -1.27, -0.58], [1.50, 0.13, -0.93], [0.82, 1.12, -0.30], [1.32, 2.38, -0.40], [3.08, 1.68, -1.91], [2.44, 2.70, -1.20], [0.82, 3.16, 0.17], [2.78, 3.73, -1.26], [2.60, 0.40, -1.78], [3.05, -0.45, -2.30], [3.93, 1.88, -2.57], [-1.51, 0.29, 0.75], [-1.85, 1.31, -1.24], [-1.27, 0.87, -2.08], [-1.58, 2.39, -1.24], [-2.91, 1.29, -1.57], [-0.54, 0.35, 2.77], [-0.12, 1.58, 2.82], [-0.47, 2.38, 1.91], [0.57, 1.91, 3.61]]
}

{
  "formula": "C16H36BClNbO7",
  "method": "the ωB97M-V functional and the def2-TZVPD basis",
  "molar_mass_da": 479.63,
  "orbital_gap_ha": 0.2655,
  "total_charge": -1,
  "e_tot_ha": -1699.77292,
  "symbols": ["O", "C", "Cl", "C", "Nb", "C", "C", "O", "B", "O", "O", "H", "H", "H", "H", "H", "H", "H", "H", "H", "H", "H", "H", "C", "C", "C", "O", "C", "H", "H", "H", "H", "H", "H", "H", "H", "C", "C", "C", "O", "C", "H", "H", "H", "H", "H", "H", "H", "H", "C", "C", "C", "O", "C", "H", "H", "H", "H", "H", "H", "H", "H"],
  "xyz": [[-1.67, -1.75, 1.03], [-2.03, -0.60, 1.06], [-2.34, 0.19, -0.53], [-2.21, 0.20, 2.26], [-4.33, 0.96, 2.77], [-5.40, -0.22, 1.15], [-6.84, -0.63, 1.44], [-7.65, 0.49, 1.78], [-4.25, 2.99, 1.53], [-3.86, 3.08, 0.18], [-4.57, 4.19, 2.13], [-1.52, 1.04, 2.24], [-1.93, -0.43, 3.09], [-4.70, -0.39, 3.98], [-3.49, 1.93, 4.11], [-5.84, 1.71, 3.41], [-5.41, 0.34, 0.21], [-4.90, -1.16, 0.92], [-7.26, -1.07, 0.54], [-6.81, -1.38, 2.21], [-8.39, 0.16, 2.28], [-4.60, 2.82, -0.37], [-5.04, 4.72, 1.48], [1.00, -2.56, -0.90], [1.44, -1.22, -1.46], [2.29, -1.62, -2.65], [1.75, -2.86, -3.13], [0.81, -3.37, -2.17], [0.11, -2.50, -0.29], [1.80, -3.00, -0.30], [0.56, -0.66, -1.79], [1.98, -0.60, -0.74], [3.33, -1.79, -2.36], [2.27, -0.88, -3.46], [-0.20, -3.24, -2.58], [0.98, -4.44, -2.03], [0.93, 4.48, -1.69], [-0.51, 4.20, -1.26], [-0.38, 2.85, -0.56], [0.95, 2.83, 0.00], [1.72, 3.91, -0.51], [1.14, 5.53, -1.87], [1.16, 3.92, -2.60], [-0.84, 4.96, -0.54], [-1.22, 4.18, -2.08], [-0.46, 2.03, -1.28], [-1.11, 2.71, 0.22], [1.84, 4.66, 0.28], [2.70, 3.55, -0.80], [6.55, -3.97, -0.21], [5.54, -3.12, -0.98], [5.35, -1.93, -0.05], [6.60, -1.76, 0.64], [7.43, -2.89, 0.42], [7.11, -4.67, -0.83], [6.04, -4.53, 0.57], [5.98, -2.79, -1.93], [4.61, -3.64, -1.20], [4.57, -2.13, 0.69], [5.10, -1.02, -0.58], [8.24, -2.60, -0.26], [7.87, -3.20, 1.37]]
}

{
  "formula": "C4H11N3O",
  "method": "the ωB97M-V functional and the def2-TZVPD basis",
  "molar_mass_da": 117.15,
  "orbital_gap_ha": 0.2785,
  "de_lowest_kj_mol": 503.88,
  "total_charge": 0,
  "e_tot_ha": -398.36225,
  "symbols": ["O", "C", "N", "C", "C", "N", "C", "N", "H", "H", "H", "H", "H", "H", "H", "H", "H", "H", "H"],
  "xyz": [[-1.30, 0.31, -1.55], [-1.38, -0.60, -0.43], [-2.57, -0.63, 0.07], [-0.19, 0.19, 0.65], [-0.63, -0.16, 2.07], [1.05, -0.18, 0.39], [1.81, 0.78, -0.36], [3.12, 0.25, -0.75], [-2.83, -1.51, 0.51], [-0.82, -1.43, -0.86], [-0.30, 1.26, 0.52], [-1.60, 0.32, 2.20], [0.07, 0.18, 2.83], [-0.67, -1.23, 2.20], [-2.16, 0.75, -1.51], [1.26, 1.05, -1.26], [2.00, 1.63, 0.30], [3.29, -0.62, -0.27], [3.22, 0.22, -1.75]]
}

{
  "formula": "C14H30AlBr3Cl2F4NO11S3",
  "method": "the ωB97M-V functional and the def2-TZVPD basis",
  "molar_mass_da": 898.18,
  "orbital_gap_ha": 0.0850,
  "de_lowest_kj_mol": 225.96,
  "total_charge": 1,
  "e_tot_ha": -11912.02926,
  "symbols": ["C", "C", "C", "N", "O", "S", "O", "O", "S", "H", "H", "H", "H", "H", "H", "H", "Al", "C", "C", "O", "H", "H", "H", "H", "H", "H", "O", "H", "H", "C", "Cl", "Cl", "H", "H", "C", "C", "O", "S", "O", "O", "O", "H", "H", "H", "H", "Br", "C", "C", "Br", "H", "H", "H", "H", "C", "C", "O", "C", "O", "C", "F", "F", "F", "H", "H", "H", "H", "H", "Br", "F"],
  "xyz": [[2.68, -2.54, 2.42], [2.25, -3.87, 1.91], [3.00, -5.10, 2.24], [1.25, -3.89, 1.13], [0.53, -2.62, 1.17], [-0.86, -2.66, 2.11], [-0.38, -2.73, 3.45], [-1.52, -4.09, 1.74], [-1.02, -5.48, 2.57], [2.35, -1.88, 1.59], [2.23, -2.22, 3.36], [3.76, -2.49, 2.53], [2.35, -5.86, 2.65], [3.80, -4.86, 2.94], [3.43, -5.51, 1.33], [-1.15, -5.08, 3.84], [2.39, -0.52, 0.30], [-1.58, -3.04, -2.22], [-0.85, -4.36, -2.15], [0.38, -4.04, -1.50], [-0.97, -2.31, -2.75], [-2.54, -3.13, -2.73], [-1.76, -2.65, -1.22], [-0.62, -4.78, -3.13], [-1.42, -5.11, -1.59], [0.17, -3.66, -0.64], [4.84, -5.20, 4.72], [5.15, -6.11, 4.67], [4.36, -5.16, 5.55], [2.26, 3.23, 2.35], [2.29, 1.57, 2.98], [3.90, 3.82, 1.91], [1.62, 3.25, 1.47], [1.87, 3.90, 3.11], [-4.66, 0.92, -0.07], [-3.89, 0.03, 0.87], [-2.76, -0.41, 0.10], [-2.34, 0.75, -0.93], [-1.27, 1.48, -0.36], [-2.26, 0.20, -2.23], [-3.66, 1.62, -0.81], [-5.26, 0.33, -0.78], [-5.31, 1.62, 0.44], [-4.47, -0.82, 1.22], [-3.52, 0.60, 1.73], [-4.74, 4.26, 1.24], [-4.98, 4.89, -0.58], [-6.14, 5.84, -0.69], [-7.84, 4.90, -0.64], [-5.10, 4.02, -1.21], [-4.05, 5.39, -0.83], [-6.12, 6.35, -1.65], [-6.16, 6.57, 0.11], [1.16, 1.88, -2.04], [2.65, 1.91, -1.88], [3.34, 2.17, -3.11], [3.44, 3.45, -3.46], [3.03, 4.38, -2.85], [4.24, 3.56, -4.77], [3.84, 2.65, -5.66], [5.54, 3.35, -4.53], [4.10, 4.76, -5.30], [0.87, 1.16, -2.81], [0.67, 1.60, -1.11], [0.74, 2.91, -2.36], [3.01, 0.93, -1.55], [2.96, 2.64, -1.13], [3.15, 5.55, 3.39], [-0.43, 3.76, -1.86]]
}